No. 1
17
Properties=species:S:1:pos:R:3 method="wB97M-V/def2-TZVPD" energy_ev=-8430.831 smiles="O[C@@H]1C=CCCC1" homo_lumo_gap_ev=10.53 homo_energy_ev=-9.5291 charge=0 e_above_lowest_kj_mol=39.5
O 1.39 -0.78 1.36
C 1.31 -0.52 -0.05
C 0.06 -1.21 -0.60
C -1.09 -0.74 0.34
C -1.32 0.76 0.05
C -0.05 1.52 -0.25
C 1.16 0.96 -0.35
H 1.07 0.01 1.81
H 2.25 -0.91 -0.45
H 0.22 -2.29 -0.71
H -0.15 -0.85 -1.62
H -0.88 -0.85 1.41
H -2.00 -1.33 0.18
H -1.96 0.83 -0.84
H -1.87 1.28 0.85
H -0.15 2.59 -0.44
H 2.02 1.53 -0.68

---

No. 2
17
Properties=species:S:1:pos:R:3 method="wB97M-V/def2-TZVPD" energy_ev=-8429.497 homo_lumo_gap_ev=9.06 homo_energy_ev=-8.2432 charge=0 e_above_lowest_kj_mol=168.3
C 1.86 0.29 0.08
C 0.41 -0.14 -0.03
C 0.12 -1.45 0.69
C -1.09 -0.11 -1.86
C -1.74 0.64 -0.70
C -0.61 0.95 0.30
O 0.11 -0.43 -1.46
H 2.04 1.21 -0.49
H 2.53 -0.48 -0.30
H 2.12 0.49 1.13
H 0.21 -1.35 1.77
H 0.82 -2.23 0.35
H -0.89 -1.78 0.45
H -2.53 0.01 -0.27
H -2.24 1.52 -1.10
H -0.19 1.94 0.09
H -0.92 0.92 1.35

---

No. 3
18
Properties=species:S:1:pos:R:3 method="wB97M-V/def2-TZVPD" energy_ev=-10475.749 smiles=C1CO[C@@H]2C[C@H]2OC1 homo_lumo_gap_ev=10.05 homo_energy_ev=-8.9713 charge=0 e_above_lowest_kj_mol=330.1
C 1.75 0.18 -0.31
C 1.02 1.39 0.27
C -0.99 0.56 -0.40
C -2.24 -0.15 0.01
C -0.88 -0.71 0.39
C 1.29 -1.30 0.12
H 1.56 0.28 -1.42
H 2.90 0.20 -0.16
H 0.97 1.23 1.37
H 1.51 2.34 0.19
H -0.83 0.28 -1.46
H -2.73 0.26 0.93
H -2.88 -0.43 -0.82
H -0.67 -0.65 1.49
H 2.06 -2.06 -0.19
H 1.37 -1.15 1.20
O -0.32 1.65 -0.03
O -0.06 -1.66 -0.18

---

No. 4
18
Properties=species:S:1:pos:R:3 method="wB97M-V/def2-TZVPD" energy_ev=-10466.041 homo_lumo_gap_ev=8.27 homo_energy_ev=-7.7221 charge=0 e_above_lowest_kj_mol=1266.8
C -1.74 0.72 -1.17
C 0.21 -0.71 -0.40
C 1.62 -0.09 -0.21
C 1.22 0.95 0.79
C -0.01 -0.68 1.31
C -0.72 -1.56 0.25
H -2.53 -0.40 -0.76
H -1.42 1.94 -0.31
H -2.19 1.04 -2.67
H 2.38 -0.77 0.16
H 1.54 0.48 -1.29
H 2.05 0.81 1.66
H 1.42 1.99 0.16
H 1.10 -0.86 1.69
H -1.83 -1.25 0.46
H -0.55 -2.73 0.37
O -0.40 0.33 -1.29
O -0.16 0.77 1.23

---

Molecular weight (u)
98.14, 98.14, 114.14, 114.14